62
Properties=species:S:1:pos:R:3:mulliken_spin:R:1 method="wB97M-V/def2-TZVPD" lumo_ev="-0.43 / -0.43" relative_energy_ev=0.098 total_energy_ev=-97262.2210 homo_lumo_gap_ev="6.02 / 6.12" e_homo_ev="-6.446 / -6.550" spin_multiplicity=2
Cr 0.14 -0.27 -0.97 1.038
Cl 6.34 -2.47 0.83 0.000
C 5.06 -1.54 0.14 -0.001
C 3.77 -1.69 0.64 0.000
C 2.71 -0.98 0.09 0.016
N 1.38 -1.13 0.53 -0.015
C 1.26 -1.25 1.88 0.001
O 2.11 -0.86 2.69 0.012
C 0.10 -2.01 2.49 0.001
C 0.31 -2.51 3.78 0.001
C -0.68 -3.24 4.40 0.000
C -1.87 -3.45 3.72 0.001
C -1.99 -2.92 2.45 -0.001
N -1.04 -2.22 1.85 0.000
C 2.96 -0.11 -0.98 -0.004
C 4.26 0.05 -1.47 -0.002
C 5.30 -0.66 -0.91 0.000
Cl 6.90 -0.46 -1.55 0.000
N 1.83 0.50 -1.50 -0.025
C 1.85 1.54 -2.36 0.010
O 2.78 2.28 -2.65 0.006
C 0.50 1.71 -2.99 -0.002
C 0.33 2.56 -4.07 0.000
C -0.89 2.61 -4.71 0.002
C -1.91 1.79 -4.24 0.001
C -1.66 0.97 -3.15 0.002
N -0.49 0.93 -2.51 -0.014
H 3.61 -2.38 1.46 0.000
H 1.26 -2.31 4.26 0.000
H -0.54 -3.64 5.40 0.000
H -2.69 -4.01 4.16 0.000
H -2.91 -3.06 1.88 0.000
H 4.44 0.74 -2.28 0.000
H 1.19 3.14 -4.40 0.000
H -1.05 3.27 -5.55 0.000
H -2.87 1.76 -4.72 0.000
H -2.43 0.32 -2.78 -0.001
C -2.18 2.78 2.86 -0.001
N -1.12 2.71 1.86 0.002
C 0.19 3.16 2.31 0.001
C -1.13 1.73 0.91 0.008
N -0.09 1.23 0.35 -0.025
N -2.40 1.32 0.51 -0.001
C -2.72 0.15 -0.16 -0.003
N -4.08 -0.01 -0.33 -0.001
N -1.84 -0.66 -0.60 -0.020
H -2.02 3.66 3.47 0.000
H -2.19 1.90 3.50 0.000
H -3.16 2.89 2.39 0.000
H 0.06 4.05 2.92 0.000
H 0.81 3.44 1.45 0.000
H 0.72 2.40 2.89 -0.001
H 0.78 1.53 0.78 -0.002
H -3.15 1.98 0.62 0.000
H -4.70 0.46 0.30 0.000
H -4.39 -0.92 -0.60 0.000
H -2.23 -1.53 -0.94 0.004
C -0.53 -2.68 -2.69 0.000
O 0.30 -1.75 -2.08 0.014
H 0.04 -3.25 -3.44 -0.001
H -1.39 -2.21 -3.20 0.004
H -0.92 -3.41 -1.96 -0.001



61
Properties=species:S:1:pos:R:3:mulliken_charge:R:1 method="wB97M-V/def2-TZVPD" lumo_ev="-4.80 / -4.80" relative_energy_ev=1.222 charge=+1 total_energy_ev=-72278.4490 homo_lumo_gap_ev="6.18 / 6.18" e_homo_ev="-10.981 / -10.979"
Pt 1.56 -0.72 -2.59 1.631
C 0.56 4.17 -0.28 -0.771
N 0.64 2.79 0.31 0.283
C 2.03 2.62 0.92 -0.620
N 3.06 2.85 -0.04 0.177
C 2.91 4.17 -0.63 -0.912
N 1.60 4.34 -1.26 0.170
C 1.45 3.55 -2.48 -0.979
P 1.60 1.70 -2.09 0.166
C 0.33 1.78 -0.75 0.036
C 3.14 1.79 -1.05 -0.558
H 0.69 4.90 0.52 0.347
H -0.42 4.30 -0.73 0.376
H -0.01 2.57 1.08 0.409
H 2.09 1.62 1.34 0.111
H 2.09 3.35 1.73 0.409
H 3.69 4.31 -1.39 0.380
H 3.03 4.93 0.14 0.311
H 2.22 3.85 -3.19 0.426
H 0.48 3.74 -2.93 0.414
H 0.19 0.81 -0.29 -0.778
H -0.62 2.07 -1.20 0.723
H 4.00 1.97 -1.69 0.514
H 3.28 0.82 -0.57 0.217
N -7.46 -5.31 1.04 -0.446
C -6.63 -4.68 0.56 -0.015
C -5.59 -3.88 -0.02 0.404
C -4.26 -4.28 0.08 -1.215
C -3.25 -3.51 -0.48 -0.280
C -3.57 -2.33 -1.14 1.856
C -4.89 -1.92 -1.23 -0.475
C -5.90 -2.69 -0.68 -1.069
N -2.53 -1.55 -1.73 0.410
C -2.70 -0.48 -2.59 0.064
C -1.46 -0.07 -2.95 -1.350
N -0.54 -0.87 -2.32 -0.568
C -1.21 -1.75 -1.60 -0.220
H -4.01 -5.20 0.59 0.449
H -2.23 -3.85 -0.39 0.352
H -5.16 -0.99 -1.71 0.280
H -6.93 -2.37 -0.75 0.457
H -3.66 -0.11 -2.90 0.444
H -1.17 0.70 -3.64 0.520
H -0.75 -2.49 -0.97 0.363
I 3.65 -1.17 -3.93 -0.276
O -0.57 0.60 2.45 -0.679
S -0.32 -0.84 2.32 0.986
O -1.35 -1.70 2.79 -0.673
N 0.10 -1.14 0.77 -0.259
C 1.41 -1.31 0.66 0.475
O 2.05 -1.38 -0.42 -1.084
C 2.14 -1.35 1.96 0.435
C 3.50 -1.53 2.18 -0.534
C 3.96 -1.52 3.49 -0.681
C 3.08 -1.33 4.55 -0.448
C 1.72 -1.14 4.34 -0.697
C 1.28 -1.15 3.03 0.124
H 4.17 -1.69 1.34 0.560
H 5.01 -1.67 3.69 0.416
H 3.46 -1.34 5.57 0.421
H 1.03 -0.98 5.16 0.477



57
Properties=species:S:1:pos:R:3:mulliken_charge:R:1 method="wB97M-V/def2-TZVPD" lumo_ev="-8.87 / -8.87" relative_energy_ev=0.389 charge=+2 total_energy_ev=-81559.4255 homo_lumo_gap_ev="5.38 / 5.38" e_homo_ev="-14.248 / -14.248"
Ru 0.55 2.31 0.35 0.503
C 3.97 -1.70 4.99 -1.072
Si 3.13 -0.12 4.48 0.251
C 1.53 0.15 5.40 -1.012
C 4.26 1.36 4.57 -1.010
C 2.64 -0.33 2.63 0.102
C 3.01 -1.44 1.85 -0.069
C 2.67 -1.54 0.51 -0.944
C 1.92 -0.53 -0.08 -0.456
N 1.54 0.51 0.64 0.091
C 1.90 0.60 1.93 0.541
S 1.28 2.21 2.37 -0.230
H 4.21 -1.65 6.05 0.336
H 4.91 -1.86 4.46 0.346
H 3.33 -2.57 4.85 0.347
H 1.72 0.18 6.48 0.373
H 0.82 -0.66 5.22 0.349
H 1.04 1.10 5.14 0.308
H 4.57 1.52 5.60 0.366
H 3.78 2.28 4.22 0.324
H 5.16 1.20 3.97 0.352
H 3.59 -2.23 2.30 0.479
H 2.96 -2.40 -0.08 0.432
H 1.61 -0.56 -1.12 0.518
C -2.83 1.67 -0.76 -1.162
Te -1.60 0.89 0.80 0.185
C -2.77 2.10 2.11 -1.113
C -3.59 3.00 1.23 0.640
C -4.34 4.03 1.79 -0.697
C -5.14 4.83 0.99 -0.649
C -5.18 4.61 -0.38 -0.591
C -4.43 3.60 -0.95 -0.891
C -3.63 2.79 -0.14 0.804
H -3.43 0.85 -1.14 0.645
H -2.17 2.02 -1.56 0.439
H -2.11 2.64 2.79 0.468
H -3.38 1.40 2.68 0.656
H -4.31 4.20 2.86 0.468
H -5.72 5.62 1.43 0.439
H -5.80 5.24 -1.01 0.445
H -4.46 3.43 -2.02 0.484
O -0.58 4.41 1.75 -0.567
S -0.77 5.20 0.55 1.253
O -2.01 5.86 0.33 -0.549
N -0.38 4.05 -0.66 -0.588
C 0.89 4.25 -1.01 0.851
S 1.70 2.82 -1.56 -0.258
C 1.49 5.53 -0.62 0.611
C 2.71 6.06 -0.97 -0.803
C 3.05 7.31 -0.45 -0.616
C 2.18 7.99 0.41 -0.634
C 0.95 7.44 0.78 -0.693
C 0.64 6.21 0.24 0.360
H 3.38 5.54 -1.64 0.460
H 3.99 7.76 -0.71 0.430
H 2.47 8.95 0.80 0.435
H 0.28 7.96 1.45 0.513



56
Properties=species:S:1:pos:R:3:mulliken_charge:R:1 method="wB97M-V/def2-TZVPD" lumo_ev=-1.14 relative_energy_ev=20.009 total_energy_ev=-41535.9420 homo_lumo_gap_ev=8.34 e_homo_ev=-9.488
C 3.15 1.95 0.13 -0.091
O 4.44 2.15 -0.66 -0.464
C 4.95 1.10 -1.34 -0.138
C 5.47 -0.06 -0.39 -0.622
H 6.50 -0.31 -0.72 0.420
H 5.27 0.23 0.72 0.289
C 4.69 -1.55 -0.31 -1.355
N 3.37 -1.41 -0.19 0.582
C 2.94 -1.32 1.17 -0.904
O 3.77 -1.28 2.19 -0.662
C 1.45 -1.24 1.25 1.492
C 0.48 -1.33 2.16 -0.740
C -0.73 -1.77 1.81 -0.147
C -1.13 -1.69 0.64 1.279
C -0.22 -1.79 -0.57 -1.543
C 1.04 -1.63 0.03 0.487
C 2.37 -1.73 -0.90 -0.006
O 2.39 -1.67 -2.07 -0.615
H -0.41 -1.81 -1.53 0.854
C -2.63 -1.91 0.47 -0.039
O -3.49 -1.86 1.12 -0.417
O -3.00 -2.13 -0.78 -0.402
C -4.28 -2.19 -1.19 -0.184
H -4.83 -3.01 -0.46 0.276
H -4.34 -2.40 -2.54 0.197
C -4.87 -0.92 -0.98 0.454
O -6.06 -1.04 -0.51 -0.668
N -4.14 0.25 -1.37 -0.035
H -3.34 -0.14 -1.61 0.186
C -4.26 1.37 -0.67 -1.859
C -3.21 1.67 0.25 0.751
C -3.55 1.60 1.52 -0.566
C -2.47 1.74 2.62 -0.832
C -1.21 1.59 2.16 -0.526
C -0.90 1.57 0.84 -1.354
C -1.83 1.76 -0.07 0.950
O -1.64 1.45 -1.63 -0.238
C -0.36 1.60 -1.69 -1.377
H -0.47 1.61 -3.03 0.194
H 0.17 0.87 -1.55 0.437
H 0.17 2.45 -1.49 0.533
H 0.03 1.71 0.78 1.419
H -0.49 1.73 2.94 0.454
H -2.80 1.61 3.67 0.348
H -4.65 1.67 1.89 0.274
H -5.13 1.42 -0.31 1.015
H -4.10 2.05 -1.49 0.373
H -1.39 -1.73 2.72 0.354
H 0.93 -1.21 3.18 0.358
H 5.19 -2.05 0.21 0.743
H 4.84 -1.72 -1.56 0.322
H 4.01 0.59 -1.96 0.115
H 5.73 1.46 -2.10 0.320
H 2.40 1.41 -0.50 -0.086
H 3.35 1.25 1.05 0.130
H 2.80 3.03 0.58 0.262



54
Properties=species:S:1:pos:R:3:mulliken_spin:R:1 method="wB97M-V/def2-TZVPD" lumo_ev="-0.13 / -0.13" relative_energy_ev=0.000 total_energy_ev=-75340.0677 homo_lumo_gap_ev="7.69 / 8.23" e_homo_ev="-7.813 / -8.364" spin_multiplicity=3
Ni 0.38 -0.09 -0.03 1.674
O -3.35 -0.79 0.47 0.007
C -2.13 -0.82 0.54 0.004
O -1.32 -0.95 -0.43 0.053
C -1.47 -0.75 1.93 0.011
C -2.26 -0.93 3.07 0.005
C -1.65 -0.99 4.30 -0.002
C -0.25 -0.95 4.36 -0.001
C 0.45 -1.15 5.57 0.000
C 1.81 -1.15 5.60 0.001
C 2.54 -0.92 4.42 0.000
C 1.89 -0.70 3.23 0.005
C 0.48 -0.72 3.16 -0.006
N -0.15 -0.59 1.97 0.021
H -3.33 -1.00 2.94 0.000
H -2.22 -1.08 5.21 0.000
H -0.13 -1.32 6.47 0.000
H 2.34 -1.34 6.52 0.000
H 3.62 -0.92 4.45 0.000
H 2.44 -0.54 2.31 0.011
C 5.07 -0.26 0.15 -0.011
C 4.25 0.82 0.39 0.014
C 2.88 0.70 0.23 -0.068
C 2.31 -0.52 -0.15 0.219
C 3.15 -1.61 -0.37 -0.016
C 4.53 -1.48 -0.22 0.014
H 6.14 -0.16 0.28 0.000
H 4.67 1.76 0.70 0.000
H 2.25 1.56 0.43 0.005
H 2.75 -2.57 -0.65 0.006
H 5.17 -2.33 -0.40 0.000
C 1.69 -0.43 -5.10 0.000
C 0.90 -1.31 -4.14 0.000
N 0.76 -0.58 -2.91 0.002
C 0.50 0.74 -2.85 0.002
N 0.23 1.24 -1.67 0.030
C -0.12 2.64 -1.56 0.012
C -0.75 3.15 -2.85 0.004
C 0.21 2.87 -4.00 0.000
N 0.60 1.48 -3.99 0.002
C 0.93 0.88 -5.27 0.000
H 1.81 -0.91 -6.06 0.000
H 2.67 -0.23 -4.66 0.000
H 1.43 -2.24 -3.93 0.000
H -0.08 -1.56 -4.57 0.000
H 0.49 -1.08 -2.06 0.001
H 0.77 3.23 -1.32 0.001
H -0.84 2.74 -0.74 0.000
H -0.96 4.22 -2.79 0.000
H -1.70 2.63 -3.02 0.000
H 1.09 3.51 -3.92 0.000
H -0.27 3.08 -4.97 0.000
H 1.53 1.60 -5.83 0.000
H 0.01 0.70 -5.84 0.000



55
Properties=species:S:1:pos:R:3:mulliken_charge:R:1 method="wB97M-V/def2-TZVPD" lumo_ev=0.41 relative_energy_ev=0.827 total_energy_ev=-47179.9848 homo_lumo_gap_ev=8.72 e_homo_ev=-8.306
C -7.28 -1.98 0.38 -1.099
C -6.85 -0.81 -0.50 -0.275
O -5.95 0.06 0.19 -0.341
C -4.67 -0.27 0.20 0.499
O -4.21 -1.29 -0.25 -0.608
C -3.84 0.78 0.94 -0.697
N -2.57 0.93 0.24 0.378
C -2.69 1.17 -1.09 0.279
O -3.79 1.26 -1.62 -0.678
C -1.42 1.42 -1.89 -0.004
S -0.55 2.88 -1.12 -0.384
C 0.92 2.32 -0.40 0.435
N 1.35 2.86 0.73 -0.917
N 2.54 2.28 0.92 0.474
C 2.79 1.40 -0.07 0.470
C 3.96 0.54 -0.18 0.458
C 5.00 0.59 0.74 -0.810
C 6.08 -0.25 0.61 -0.842
C 6.16 -1.16 -0.44 1.055
C 7.35 -2.06 -0.60 -1.423
C 5.12 -1.20 -1.36 -0.658
C 4.03 -0.37 -1.24 -0.508
N 1.79 1.42 -0.93 -0.379
C -0.60 0.15 -2.12 -0.745
C -0.80 -0.89 -1.02 -0.945
C -0.49 -0.32 0.33 1.598
C 0.66 -0.66 1.03 -0.840
C 0.93 -0.11 2.27 -0.847
C 0.05 0.80 2.82 -0.939
C -1.11 1.15 2.15 -0.037
C -1.38 0.60 0.90 -0.798
H -8.01 -2.59 -0.15 0.369
H -6.42 -2.59 0.63 0.309
H -7.73 -1.61 1.30 0.296
H -7.70 -0.19 -0.78 0.345
H -6.35 -1.18 -1.41 0.309
H -4.39 1.72 0.95 0.264
H -3.65 0.43 1.95 0.487
H -1.74 1.83 -2.85 0.586
H 3.09 2.52 1.73 0.224
H 4.97 1.28 1.57 0.334
H 6.89 -0.21 1.33 0.337
H 7.95 -2.08 0.30 0.356
H 7.03 -3.08 -0.83 0.359
H 7.97 -1.71 -1.42 0.288
H 5.16 -1.90 -2.18 0.404
H 3.22 -0.40 -1.95 0.486
H 0.45 0.41 -2.20 0.284
H -0.92 -0.28 -3.07 0.478
H -1.83 -1.24 -1.03 0.137
H -0.14 -1.74 -1.22 0.577
H 1.35 -1.37 0.59 0.474
H 1.83 -0.39 2.80 0.470
H 0.25 1.25 3.79 0.396
H -1.79 1.87 2.57 0.560



Repeat the fifth record exactly.
54
Properties=species:S:1:pos:R:3:mulliken_spin:R:1 method="wB97M-V/def2-TZVPD" lumo_ev="-0.13 / -0.13" relative_energy_ev=0.000 total_energy_ev=-75340.0677 homo_lumo_gap_ev="7.69 / 8.23" e_homo_ev="-7.813 / -8.364" spin_multiplicity=3
Ni 0.38 -0.09 -0.03 1.674
O -3.35 -0.79 0.47 0.007
C -2.13 -0.82 0.54 0.004
O -1.32 -0.95 -0.43 0.053
C -1.47 -0.75 1.93 0.011
C -2.26 -0.93 3.07 0.005
C -1.65 -0.99 4.30 -0.002
C -0.25 -0.95 4.36 -0.001
C 0.45 -1.15 5.57 0.000
C 1.81 -1.15 5.60 0.001
C 2.54 -0.92 4.42 0.000
C 1.89 -0.70 3.23 0.005
C 0.48 -0.72 3.16 -0.006
N -0.15 -0.59 1.97 0.021
H -3.33 -1.00 2.94 0.000
H -2.22 -1.08 5.21 0.000
H -0.13 -1.32 6.47 0.000
H 2.34 -1.34 6.52 0.000
H 3.62 -0.92 4.45 0.000
H 2.44 -0.54 2.31 0.011
C 5.07 -0.26 0.15 -0.011
C 4.25 0.82 0.39 0.014
C 2.88 0.70 0.23 -0.068
C 2.31 -0.52 -0.15 0.219
C 3.15 -1.61 -0.37 -0.016
C 4.53 -1.48 -0.22 0.014
H 6.14 -0.16 0.28 0.000
H 4.67 1.76 0.70 0.000
H 2.25 1.56 0.43 0.005
H 2.75 -2.57 -0.65 0.006
H 5.17 -2.33 -0.40 0.000
C 1.69 -0.43 -5.10 0.000
C 0.90 -1.31 -4.14 0.000
N 0.76 -0.58 -2.91 0.002
C 0.50 0.74 -2.85 0.002
N 0.23 1.24 -1.67 0.030
C -0.12 2.64 -1.56 0.012
C -0.75 3.15 -2.85 0.004
C 0.21 2.87 -4.00 0.000
N 0.60 1.48 -3.99 0.002
C 0.93 0.88 -5.27 0.000
H 1.81 -0.91 -6.06 0.000
H 2.67 -0.23 -4.66 0.000
H 1.43 -2.24 -3.93 0.000
H -0.08 -1.56 -4.57 0.000
H 0.49 -1.08 -2.06 0.001
H 0.77 3.23 -1.32 0.001
H -0.84 2.74 -0.74 0.000
H -0.96 4.22 -2.79 0.000
H -1.70 2.63 -3.02 0.000
H 1.09 3.51 -3.92 0.000
H -0.27 3.08 -4.97 0.000
H 1.53 1.60 -5.83 0.000
H 0.01 0.70 -5.84 0.000